Entry 1:
The following is a quantum chemistry calculation of a single C8H10 molecule at a distorted geometry, from the OMol25 dataset.

Summary:
frontier orbital gap = 9.29 eV
HOMO = -8.284 eV
SMILES = Cc1ccc(C)cc1
electronic energy = -8454.5762 eV
LUMO = 1.00 eV
max |F| = 0.149 Eh/bohr

ORCA input file:
```
! RIJCOSX wB97M-V def2-TZVPD def2/J DEFGRID3
* xyz 0 1
C 2.457 1.138 -0.735
C 1.201 0.556 -0.518
C 0.143 0.471 -1.339
C -1.050 -0.172 -0.950
C -1.091 -0.750 0.310
C -2.490 -0.952 0.779
C 0.020 -0.715 1.167
C 1.149 0.082 0.719
H 2.968 1.162 -1.735
H 1.829 2.282 -0.571
H 3.006 0.824 0.285
H 0.180 0.631 -2.356
H -1.839 -0.288 -1.683
H -2.223 -1.572 1.556
H -3.001 -0.165 1.120
H -3.148 -1.652 0.160
H 0.122 -1.135 2.229
H 1.766 0.255 1.563
*
```

***

Entry 2:
The following is a quantum chemistry calculation of a molecular structure, C8H10AuO5P at a distorted geometry, from the OMol25 dataset.

Summary:
<S²> = 2.012
frontier orbital gap (spin up / spin down) = 8.66 / 7.96 eV
HOMO (spin up / spin down) = -16.896 / -19.052 eV
electronic energy = -31653.8811 eV
LUMO (spin up / spin down) = -8.23 / -11.10 eV
max |F| = 0.117 Eh/bohr

ORCA input file:
```
! RIJCOSX wB97M-V def2-TZVPD def2/J DEFGRID3
* xyz 2 3
O 1.103 0.594 -5.324
C 0.685 0.319 -4.284
Au -0.535 -1.636 -0.417
O -2.019 0.752 -2.693
C -1.584 0.204 -1.795
C -2.576 -1.305 1.425
O -3.447 -1.271 2.160
C 0.801 -2.596 0.755
O 1.361 -3.459 1.259
C -1.368 -3.048 -1.565
O -1.781 -3.894 -2.216
H 0.724 -1.463 -1.550
C 1.122 1.042 2.539
P 0.338 0.432 0.950
C -0.908 1.770 0.873
C 1.712 0.897 -0.159
H 0.403 0.964 3.367
H 1.431 2.105 2.437
H 2.008 0.434 2.769
H -0.511 2.756 1.127
H -1.349 1.898 -0.109
H -1.700 1.553 1.613
H 2.187 1.848 0.088
H 2.491 0.116 -0.052
H 1.412 0.990 -1.198
*
```

***

Entry 3:
The following is a quantum chemistry calculation of a molecular structure, C8H10BeCo2F6N6O22 at a distorted geometry, from the OMol25 dataset.

Summary:
<S²> = 15.761
frontier orbital gap (spin up / spin down) = 7.37 / 6.18 eV
HOMO (spin up / spin down) = -6.108 / -6.089 eV
electronic energy = -154379.3899 eV
LUMO (spin up / spin down) = 1.26 / 0.09 eV
max |F| = 0.112 Eh/bohr

ORCA input file:
```
! RIJCOSX wB97M-V def2-TZVPD def2/J DEFGRID3
* xyz -1 8
Co -0.268 -3.613 -3.072
Co 2.773 -1.527 0.625
Be -2.904 -0.812 0.106
N 0.174 -2.103 2.344
O -0.764 -1.556 1.810
O 0.018 -3.010 3.137
O 1.330 -1.708 2.038
N 0.262 -0.903 -1.295
O 1.406 -0.752 -0.850
O -0.563 -0.326 -0.679
O 0.044 -1.724 -2.159
N -2.830 -1.827 -3.610
O -2.934 -1.184 -2.636
O -1.860 -2.554 -3.890
O -3.626 -1.635 -4.511
N 5.341 -1.013 -1.251
O 4.356 -0.743 -0.567
O 6.451 -1.067 -0.745
O 5.189 -1.381 -2.422
N -1.838 -4.293 -0.157
O -1.085 -4.289 -1.172
O -1.829 -5.068 0.779
O -2.570 -3.318 -0.214
N 2.631 -3.956 -1.552
O 1.665 -4.190 -2.268
O 2.479 -3.407 -0.465
O 3.740 -3.985 -2.008
C -5.545 5.087 -0.572
C -5.169 3.722 -1.138
O -3.990 3.671 -1.937
C -3.030 2.564 -1.772
O -3.145 1.536 -1.054
C -1.872 2.709 -2.810
F -2.107 1.936 -3.931
F -1.542 3.909 -3.324
F -0.819 2.064 -2.294
H -4.602 5.493 -0.205
H -6.205 4.935 0.281
H -6.101 5.743 -1.243
H -5.973 3.333 -1.763
H -5.092 3.006 -0.320
C 3.262 -0.517 4.917
C 3.959 0.470 4.130
O 3.019 1.450 3.628
C 2.662 1.334 2.317
O 3.073 0.488 1.549
C 1.672 2.361 1.774
F 1.133 3.115 2.699
F 2.284 3.142 0.937
F 0.821 1.653 1.078
H 2.330 -0.854 4.464
H 3.052 -0.009 5.858
H 3.877 -1.369 5.208
H 4.611 0.056 3.360
H 4.646 0.915 4.849
*
```